DFT (wB97M-V/def2-TZVPD) results for the molecule C6H10.

Results
Total charge: 0
Strongest force on any atom, eV/Å: 0.595
Spin multiplicity: 1
Energy relative to the best compared isomer or geometry (same formula, charge and spin), kJ/mol: 435.50
LUMO (spin up / spin down), eV: -0.73 / -0.73
HOMO energy (spin up / spin down), eV: -7.91 / -7.91

Cartesian coordinates (Å):
C -0.106 -1.449 1.464
H -1.240 -0.493 -2.840
H -0.638 -1.925 -1.963
H -0.890 -2.180 1.144
C -0.951 -0.189 -0.727
H 0.453 -0.573 -2.322
C 0.875 0.576 0.560
H 1.213 0.702 2.664
H 2.062 1.987 1.678
C -0.575 -0.837 -2.043
H 0.313 1.996 1.875
H 1.171 1.051 -0.381
C 1.194 1.335 1.779
C -0.027 -0.449 0.457
H -1.024 0.901 -0.868
H -1.940 -0.497 -0.374

Computed Mulliken charges, given in elementary charges:
1 C -0.5638
2 H 0.3283
3 H 0.2825
4 H 0.2203
5 C -0.7287
6 H 0.2955
7 C -0.1551
8 H 0.3958
9 H 0.3273
10 C -1.0005
11 H 0.2711
12 H 0.2990
13 C -1.0931
14 C 0.3672
15 H 0.3582
16 H 0.3959